C6H9N3OS3 as an isolated structure, computed with ωB97M-V/def2-TZVPD.

Structure (ORCA input):
```
! wB97M-V def2-TZVPD RIJCOSX def2/J DEFGRID3
* xyz 0 1
C -2.5364 -1.2142 1.7183
N -2.3689 -0.1612 0.7477
C -2.3064 -0.4018 -0.5721
O -2.4340 -1.4927 -1.0770
C -2.1240 0.8296 -1.4612
H -1.5187 0.5466 -2.3217
H -3.1031 1.1665 -1.8062
S -1.3637 2.2800 -0.6764
C 0.2206 1.6580 -0.4014
N 0.6059 0.4636 -0.7133
C 1.9034 0.3104 -0.3644
N 2.5262 1.3138 0.1993
S 1.5077 2.5906 0.3442
S 2.6790 -1.2003 -0.6750
C 4.3405 -0.8021 -0.0588
H 4.7400 0.0304 -0.6285
H 4.9447 -1.6918 -0.2003
H 4.2772 -0.5406 0.9921
H -2.2507 0.7812 1.0889
H -1.6718 -1.2689 2.3821
H -3.4364 -1.0461 2.3123
H -2.6309 -2.1509 1.1715
*
```

## Properties
E_tot = -1668.1277 a.u.
E_LUMO = 0.437 eV
frontier orbital gap = 0.33051 hartree
E_HOMO = -8.56 eV

So, what does the Mulliken scheme give us? The charges, in e, come out as: C -0.902; N -0.122; C 0.655; O -0.642; C -0.630; H 0.326; H 0.412; S -0.211; C 0.438; N -0.298; C 0.265; N -0.395; S -0.011; S -0.049; C -0.825; H 0.271; H 0.342; H 0.272; H 0.194; H 0.303; H 0.288; H 0.320


A 4-piece molecular cluster, C3H13N3O2 overall, computed with ωB97M-V/def2-TZVPD.

Structure (ORCA input):
```
! wB97M-V def2-TZVPD RIJCOSX def2/J DEFGRID3
* xyz 0 1
C 0.8468 1.3781 -1.9848
C -0.2828 1.6343 -1.3296
N 0.7264 0.3610 1.3707
C 0.2286 -0.9871 1.3077
N 1.0353 -1.8529 0.5538
N -1.1447 -0.8517 0.6802
H -1.1070 0.9336 -1.3930
H 1.6101 2.1254 -2.1377
H 0.9852 0.3681 -2.3391
H -1.5142 0.0975 0.8805
H -0.4270 2.5067 -0.7185
H -0.0389 1.1142 1.5754
H 0.8225 -1.7724 -0.4995
H 0.9186 -2.8095 0.8743
H -1.7313 2.2675 2.0471
H 0.1724 -2.0761 -2.5250
H -1.0157 -0.9475 -0.3501
O 0.2165 -1.4361 -1.8103
H 0.1377 -1.3577 2.3357
H 1.2711 0.5845 0.5241
O -1.2775 1.7917 1.3183
*
```

## Properties
E_tot = -436.5366 a.u.
E_LUMO = -4.732 eV
frontier orbital gap = 0.16000 hartree
E_HOMO = -9.09 eV

So, what does the Mulliken scheme give us? The charges, in e, come out as: C -0.519; C -0.510; N -0.243; C -0.085; N -0.509; N -0.376; H 0.261; H 0.287; H 0.266; H 0.446; H 0.268; H 0.419; H 0.381; H 0.300; H 0.157; H 0.154; H 0.314; O -0.786; H 0.323; H 0.274; O -0.823


One molecule with the formula C4H3N3O2, computed with ωB97M-V/def2-TZVPD.

Structure (ORCA input):
```
! wB97M-V def2-TZVPD RIJCOSX def2/J DEFGRID3
* xyz 0 1
H 0.8154 0.3713 2.7213
N -0.1271 0.0423 2.2652
C 0.1135 -0.2484 1.0533
N 1.3387 -0.3684 0.5082
C 1.6671 0.2498 -0.5441
C 0.8980 1.3186 -1.3218
N -0.4018 1.2400 -1.4303
O -1.1044 0.0854 -1.0277
C -0.9122 -0.7099 0.1695
O -1.5385 -1.6685 0.3262
H 2.6833 0.0063 -0.8397
H 1.3774 2.2299 -1.8127
*
```

## Properties
E_tot = -468.8464 a.u.
E_LUMO = -0.967 eV
frontier orbital gap = 0.35264 hartree
E_HOMO = -10.56 eV

So, what does the Mulliken scheme give us? The charges, in e, come out as: H 0.281; N -0.634; C 0.550; N -0.440; C -0.070; C -0.052; N -0.303; O -0.204; C 0.488; O -0.395; H 0.423; H 0.355


A 7-piece molecular cluster, C22H63N5O7 overall, computed with ωB97M-V/def2-TZVPD.

Structure (ORCA input):
```
! wB97M-V def2-TZVPD RIJCOSX def2/J DEFGRID3
* xyz 0 1
C -4.6039 3.4290 -1.6780
O -3.3926 2.6995 -1.7192
C -3.2016 1.9498 -2.8824
C -1.9068 1.1870 -2.6536
C -0.6835 2.1917 -2.6053
N -1.5949 0.2725 -3.6751
H -4.7704 4.0443 -0.7939
H -5.5271 2.8513 -1.7234
H -4.5583 4.1518 -2.4927
H -4.0904 1.3395 -3.0426
H -3.1608 2.5558 -3.7875
H -1.9622 0.5765 -1.7522
H -0.6814 2.9195 -3.4167
H 0.2752 1.6788 -2.5285
H -0.7540 2.7718 -1.6852
H -0.7296 -0.0860 -3.2973
H -1.3679 0.7715 -4.5234
C -5.1214 2.0684 2.9285
O -3.8438 1.8675 2.3669
C -3.2639 3.1022 1.8824
C -1.8712 2.7444 1.3789
C -1.1226 3.9520 0.7629
N -1.9282 1.6797 0.4202
H -5.8712 2.4070 2.2134
H -5.1319 2.6878 3.8253
H -5.5534 1.1187 3.2440
H -3.8503 3.6747 1.1637
H -3.2380 3.7788 2.7365
H -1.3343 2.4371 2.2764
H -1.6784 4.2716 -0.1186
H -0.1297 3.6654 0.4165
H -1.0355 4.7926 1.4513
H -2.3624 1.9752 -0.4425
H -2.6075 1.0707 0.8535
C 1.7956 -4.5592 1.9324
O 2.8800 -3.6300 1.8110
C 2.6694 -2.7148 0.7429
C 3.8445 -1.7260 0.5879
C 3.9621 -0.8469 -0.6362
N 5.0480 -2.4775 0.7436
H 0.9661 -4.0540 2.4272
H 2.0795 -5.4007 2.5643
H 1.5200 -4.9719 0.9619
H 2.5350 -3.2909 -0.1726
H 1.8006 -2.0916 0.9550
H 3.7401 -0.9896 1.3847
H 4.0581 -1.4761 -1.5211
H 4.6588 -0.0250 -0.4714
H 2.9996 -0.3388 -0.6940
H 5.5302 -2.5740 -0.1386
H 4.7505 -3.4058 1.0079
C 3.4374 -1.8917 4.4573
O 3.3597 -0.5306 3.9256
C 2.2271 0.1961 4.4059
C 2.1153 1.6321 3.9154
C 0.8247 2.3346 4.3392
N 2.2551 1.7595 2.4674
H 4.3858 -2.3595 4.1929
H 2.5979 -2.5348 4.1934
H 3.4442 -1.8811 5.5472
H 1.2859 -0.2798 4.1305
H 2.2124 0.2304 5.4953
H 2.9320 2.1775 4.3883
H 0.7403 3.3513 3.9555
H 0.8045 2.3508 5.4289
H -0.0146 1.7042 4.0453
H 1.4619 1.3564 1.9895
H 2.9829 1.0710 2.3399
C 0.4496 -1.6303 -2.0663
O 0.4984 -1.8294 -3.4785
C 1.6173 -1.2100 -4.1538
C 1.4269 -1.3846 -5.6720
C 1.8870 -2.7461 -6.1217
N 2.0638 -0.3060 -6.4308
H 1.2390 -2.1634 -1.5365
H -0.5342 -1.9647 -1.7370
H 0.4681 -0.5649 -1.8367
H 1.5765 -0.1335 -3.9878
H 2.6386 -1.4688 -3.8745
H 0.3433 -1.2821 -5.7308
H 2.9347 -2.8897 -5.8573
H 1.7387 -2.9500 -7.1821
H 1.2917 -3.5129 -5.6261
H 1.5530 -0.2937 -7.3020
H 1.7881 0.5814 -6.0350
C -2.9990 -2.6216 2.1089
C -2.3995 -1.8033 1.0298
O -1.1186 -2.2774 0.6583
H -3.9648 -2.2651 2.4670
H -2.2987 -2.5412 2.9403
H -3.1365 -3.6867 1.9223
H -2.2230 -0.7417 1.2024
H -2.9338 -1.8493 0.0808
H -1.1342 -3.1958 0.3793
O 0.3647 0.0636 0.7966
H -0.0795 -0.7710 0.6468
H -0.2945 0.7266 0.5916
*
```

## Properties
E_tot = -1676.3019 a.u.
E_LUMO = 0.489 eV
frontier orbital gap = 0.32935 hartree
E_HOMO = -8.47 eV

So, what does the Mulliken scheme give us? The charges, in e, come out as: C -0.969; O -0.313; C -1.063; C 1.424; C -0.531; N -0.683; H 0.294; H 0.326; H 0.361; H 0.434; H 0.404; H -0.488; H 0.444; H 0.108; H -0.183; H -0.047; H 0.350; C -0.856; O -0.285; C -0.966; C 1.189; C -1.800; N -0.002; H 0.327; H 0.311; H 0.255; H 0.191; H 0.576; H -0.238; H 0.307; H 0.341; H 0.504; H -0.174; H 0.196; C -0.713; O -0.495; C -0.489; C 1.241; C -1.361; N -0.756; H 0.205; H 0.283; H 0.330; H 0.555; H 0.094; H -0.478; H 0.461; H 0.413; H 0.115; H 0.299; H 0.274; C -0.801; O -0.341; C -0.689; C 0.519; C -1.616; N -0.744; H 0.293; H 0.221; H 0.417; H 0.256; H 0.389; H 0.361; H 0.332; H 0.491; H 0.288; H 0.168; H 0.417; C -0.158; O -0.467; C -0.297; C 0.545; C -1.396; N -0.765; H 0.238; H 0.112; H 0.077; H 0.052; H 0.361; H 0.255; H 0.318; H 0.396; H 0.292; H 0.294; H 0.274; C -1.423; C 0.338; O -0.561; H 0.375; H 0.345; H 0.368; H -0.183; H 0.338; H 0.252; O 0.260; H -0.226; H 0.302


Largest force on an atom per entry: 1.17 2.49 2.92 2.24 eV/A